Entry 1:
{
  "formula": "C12H27Cl2N2OP2PbS",
  "method": "ωB97M-V/def2-TZVPD",
  "species": ["H", "C", "C", "C", "C", "H", "H", "H", "H", "Cl", "O", "H", "H", "C", "H", "H", "H", "H", "C", "H", "H", "N", "H", "H", "H", "H", "H", "P", "Cl", "C", "H", "H", "N", "H", "C", "H", "C", "H", "C", "C", "S", "H", "H", "H", "C", "Pb", "P", "H"],
  "xyz": [[0.85396, -2.83570, -3.10730], [-0.76933, 1.80316, 4.26828], [-1.00372, 0.37205, 2.50128], [-0.75618, -3.30188, 0.40908], [1.86413, 3.03171, -0.56049], [-1.27568, 2.79996, -2.87283], [1.94449, 4.04874, -0.95161], [-0.77496, -1.01356, -4.13870], [0.46728, 2.73446, -3.37422], [2.17082, 0.24337, 1.00351], [-2.58760, -0.69931, -1.70742], [1.18473, -1.54665, 4.18658], [2.20839, -2.67862, 0.85860], [-0.96018, 3.11643, 0.22450], [0.71548, 0.47692, 5.30245], [-2.23473, 0.11132, -4.25007], [-0.57210, 0.75345, -3.86917], [2.25445, -4.00370, -0.38825], [-1.28001, -0.10258, -3.75637], [-0.97244, 2.70450, 4.87691], [2.81708, -2.32427, -0.79058], [-1.36305, 1.55630, 3.05722], [2.60761, 2.36446, -1.01771], [1.95789, 2.98135, 0.53025], [-0.23973, -2.25400, 3.37874], [0.40290, -4.38039, -2.24322], [-0.17899, 4.20255, -2.50411], [0.43365, -2.65715, -0.76700], [1.93720, -0.23315, -2.88679], [2.11669, -2.93517, -0.20366], [-0.59133, -4.37983, 0.34077], [-0.87908, -3.16976, -2.69719], [-0.09715, -0.13351, 3.39683], [-1.96502, 2.72327, 0.02571], [0.50499, -1.44498, 3.33330], [-2.08758, 2.14432, 2.64290], [-0.25339, 3.12174, -2.64504], [-1.77306, -3.01642, 0.11220], [-1.70274, -0.35027, -2.39749], [0.16666, -3.32427, -2.40502], [-1.83710, -0.30568, 1.15850], [-0.64792, 2.80148, 1.22514], [1.10998, -1.54438, 2.42221], [-0.55941, -2.91644, 1.41720], [0.04726, 0.72511, 4.47831], [0.30015, -0.02152, -0.70895], [0.20094, 2.55512, -1.01794], [-0.90425, 4.20145, 0.11069]],
  "relative_energy_kcal_mol": 0.00,
  "gap_ev": [4.3, 4.3],
  "charge": 3
}

Entry 2:
{
  "formula": "C12H27Cl4N2O3Pd",
  "method": "ωB97M-V/def2-TZVPD",
  "species": ["C", "Cl", "H", "H", "H", "N", "H", "Cl", "H", "H", "O", "H", "H", "H", "H", "Cl", "H", "C", "H", "H", "C", "O", "H", "C", "Cl", "H", "C", "H", "C", "C", "C", "O", "C", "C", "H", "H", "N", "H", "H", "Pd", "H", "H", "H", "C", "H", "H", "H", "C", "H"],
  "xyz": [[-1.40459, 0.45877, -3.65381], [-4.09006, 1.16214, -3.39094], [-1.30660, 1.24239, -4.40510], [-1.29471, -0.30428, -0.36566], [-0.82883, -0.25129, 1.33381], [-0.90565, 3.72776, 1.68679], [-0.43390, 0.28938, -3.18779], [1.82381, -2.53198, 4.72171], [0.86045, -0.99050, -0.47225], [-0.98872, 1.28046, 0.35418], [1.75422, -2.60478, -3.79888], [-2.54687, 3.32399, 2.76285], [3.61441, -0.30184, 5.35688], [-1.20851, -4.31767, -3.43796], [1.41079, -0.03238, 0.90464], [3.88878, 0.84103, 3.33692], [-0.13283, -5.79583, -3.29640], [-0.06493, -4.11706, -1.16839], [0.46651, 4.21345, 3.19749], [2.08742, -1.20023, 2.86468], [-2.23327, 4.14301, 2.11558], [0.54465, 3.84804, -0.03948], [0.84029, 2.64145, 2.40011], [2.10629, -0.96496, 3.92881], [-1.91793, -0.98330, -4.56311], [-1.14361, -4.04056, -1.30514], [3.50972, -0.49963, 4.29010], [-0.43164, 2.79183, 3.57822], [-2.48647, 0.76946, -2.63535], [-0.69105, 0.23197, 0.36656], [-0.19634, -4.72112, -3.46690], [1.22131, 0.98375, -0.90529], [0.82219, -0.00304, -0.01231], [0.05329, 3.30927, 2.75045], [1.41159, -0.23115, 4.33750], [1.64363, -2.50518, -1.74358], [0.52811, -3.99813, -2.45287], [-1.39110, 4.53812, -0.13927], [-2.05654, 5.07886, 2.64572], [1.60040, 2.94829, -1.87289], [4.15605, -1.29592, 3.92092], [-2.95927, 4.28343, 1.31477], [0.25134, -4.61572, -4.45512], [1.35216, -2.95883, -2.70350], [-2.23899, 1.60794, -1.98436], [-2.79703, -0.10925, -2.07009], [0.10044, -5.04978, -0.62914], [-0.57835, 4.07705, 0.44302], [0.27988, -3.36746, -0.45614]],
  "spin_multiplicity": 4,
  "gap_ev": [5.8, 6.9],
  "charge": 0
}

Entry 3:
{
  "formula": "C12H27ClIO2P2Tl",
  "method": "ωB97M-V/def2-TZVPD",
  "species": ["H", "H", "P", "C", "H", "H", "H", "H", "H", "P", "H", "H", "O", "H", "Cl", "H", "C", "C", "H", "C", "H", "H", "C", "H", "C", "C", "H", "H", "H", "H", "H", "H", "H", "C", "H", "O", "H", "I", "C", "H", "Tl", "H", "C", "H", "C", "C"],
  "xyz": [[-4.05511, 0.93285, 1.92990], [3.06322, -3.29022, -0.76451], [-1.66702, 0.73962, 1.54259], [1.90624, -1.55746, -1.44864], [4.35422, 0.72377, 1.85401], [4.42729, -0.87381, -0.08599], [0.93525, -2.02614, -1.24458], [-5.11553, 0.63397, -5.79130], [-2.76611, -0.52758, 3.30871], [2.08375, -0.24523, -0.14557], [2.94709, -3.10603, 1.20492], [-3.53946, 1.92441, 0.53587], [-3.83589, 2.65071, -3.80985], [-1.74310, 3.02569, 2.38572], [-1.23942, -1.00901, -0.45251], [0.91090, -1.70607, 1.31119], [2.96950, -2.19579, 1.81721], [-1.70693, 2.03457, 2.85755], [2.79001, -3.19338, -2.50274], [0.96931, 1.93116, 0.85646], [1.78519, -0.98630, -2.38051], [-0.99029, -0.79084, 3.30796], [-4.39567, 1.60707, -4.05568], [1.75483, -0.44965, 2.21096], [-3.43240, 0.95678, 1.03328], [-5.47254, 1.32328, -5.01799], [-1.99856, -1.59757, 2.07531], [-5.79362, 2.26610, -5.48038], [-3.71666, 0.16571, 0.33908], [-2.59887, 1.88518, 3.48316], [5.44942, 1.32939, 0.60752], [-6.32189, 0.86085, -4.50865], [3.99437, -2.14075, -1.75849], [4.40034, 1.10067, 0.82605], [3.97884, -1.76556, 1.77516], [0.90954, 3.03797, 1.16509], [4.09400, 0.44970, -1.21152], [-4.07727, -0.45512, -2.66124], [3.90214, 0.08171, -0.19270], [3.84361, 2.04299, 0.77642], [-2.00424, 1.24592, -2.51066], [2.79672, -2.50712, 2.85669], [-1.88327, -0.69201, 2.67827], [-0.79911, 1.96335, 3.47036], [3.00681, -2.59373, -1.60965], [1.88041, -1.20403, 1.42376]],
  "relative_energy_kcal_mol": 2.81,
  "gap_ev": [6.5, 6.6],
  "charge": 2
}

Entry 4:
{
  "formula": "C12H27N4O",
  "method": "ωB97M-V/def2-TZVPD",
  "species": ["H", "H", "H", "C", "H", "C", "H", "H", "H", "H", "H", "H", "N", "N", "N", "N", "H", "H", "C", "H", "C", "H", "C", "H", "H", "O", "C", "C", "C", "C", "H", "H", "H", "H", "C", "H", "H", "H", "H", "H", "C", "C", "H", "H"],
  "xyz": [[0.10161, 0.84700, 1.52146], [0.69589, -0.55424, -1.64672], [-2.17836, 1.68475, -0.27725], [-2.89618, -0.17500, 2.66010], [1.11943, -3.08740, -1.92804], [0.36196, -2.69445, -1.23288], [0.05283, 1.20914, -0.21142], [-2.25321, -1.07153, 2.75502], [3.71552, 3.79002, -2.27563], [-4.33662, 1.89864, 0.31970], [4.39057, 2.80903, -0.26230], [-1.84062, 2.12842, 1.44555], [-1.75325, -3.52300, 1.40682], [-0.22414, -1.74383, 1.42248], [3.96615, 1.75430, -2.77862], [0.14347, -3.63659, -0.08878], [1.03935, -3.88703, 0.33253], [-0.61964, -2.60378, -1.74118], [3.82161, 1.19268, -1.55261], [1.71331, -1.15707, -0.30376], [-1.91001, 1.29031, 0.72380], [-1.90530, -4.48053, 1.69882], [-4.38765, 1.14532, 1.12339], [-2.50489, -2.85847, 1.57736], [4.13844, 1.08129, -3.50902], [3.90429, -0.02259, -1.41908], [3.90417, 3.15964, -3.13864], [-0.47282, 0.65962, 0.59403], [0.71433, -1.23094, -0.77436], [-0.44126, -0.84378, 0.22091], [0.79003, -1.85232, 1.50384], [3.47099, 1.51878, 0.52059], [-2.53523, 0.65757, 3.29164], [4.85253, 3.44853, -3.59394], [3.56182, 2.11118, -0.38667], [-5.21001, 0.43679, 0.91886], [-4.58029, 1.59930, 2.11018], [2.63108, 2.66125, -0.53733], [-1.36912, -1.21205, -0.26269], [-3.90142, -0.48764, 3.01510], [-0.64566, -3.03048, 0.92638], [-3.03338, 0.31937, 1.18303], [3.10577, 3.30143, -3.86895], [-3.19607, -0.55161, 0.51830]],
  "relative_energy_kcal_mol": 57.11,
  "gap_ev": 6.9,
  "charge": 1
}

Entry 5:
{
  "formula": "C12H28BNO3",
  "method": "ωB97M-V/def2-TZVPD",
  "species": ["C", "C", "C", "C", "H", "H", "H", "B", "H", "H", "H", "H", "H", "C", "H", "H", "C", "H", "H", "H", "O", "H", "C", "C", "O", "C", "H", "C", "H", "H", "H", "H", "H", "H", "C", "O", "N", "H", "H", "H", "H", "C", "H", "H", "H"],
  "xyz": [[-1.43278, -0.06888, 1.68690], [-1.45934, 4.30783, -3.28263], [-2.81566, -0.63978, 2.01843], [-2.45010, -3.08967, 2.61516], [-2.67162, -2.27397, 0.62002], [-3.57243, -0.01178, 1.54935], [-0.50119, 0.19318, -0.12043], [0.11489, -1.60996, 0.45507], [-2.26726, -4.05323, 2.14334], [-2.53005, 4.13698, -3.19578], [0.09768, 4.17841, -4.76902], [-1.55302, 1.00416, 1.55062], [2.24874, 2.23024, 0.18471], [-3.04665, -2.09242, 1.62560], [-4.12304, -2.26156, 1.58110], [3.07858, -1.54661, 2.40259], [-0.96976, 3.98499, -4.67614], [0.00484, -2.45037, 1.29815], [-3.13558, -3.26639, 3.44291], [3.19780, -1.22402, 0.18459], [-0.88086, 3.43429, -2.29558], [-1.15604, 2.93660, -4.91024], [2.65358, -2.11696, -0.12883], [2.11840, 2.96156, -0.60730], [1.02258, 4.65852, -2.32315], [0.36465, 3.72914, -1.93401], [1.66730, -2.49142, 2.78185], [1.24809, -1.71607, -0.62100], [3.64724, -3.71468, 0.87963], [1.91255, -3.87403, 0.88115], [-1.24903, 5.34167, -3.01250], [0.92126, -2.47199, -1.34379], [-0.76063, -0.19333, 2.53359], [2.81302, 2.75888, -1.42041], [2.72147, -3.15067, 0.99321], [0.76733, 2.80809, -1.05557], [-0.84378, -0.58318, 0.43276], [2.28578, 3.96538, -0.22482], [-1.49613, 4.60207, -5.40419], [3.26660, -3.16221, 3.10411], [-2.95593, -0.56701, 3.09902], [2.68633, -2.56388, 2.40736], [3.20395, -2.51069, -0.98406], [1.33488, -0.78874, -1.19409], [-1.50668, -2.73851, 3.03232]],
  "gap_ev": 10.4,
  "charge": 0,
  "smiles": "CCCCBNCCCC.CCOC(=O)OC"
}

Entry 6:
{
  "formula": "C12H28Cl2N4O4Zn",
  "method": "ωB97M-V/def2-TZVPD",
  "species": ["H", "H", "O", "H", "C", "H", "O", "N", "H", "H", "H", "H", "C", "H", "C", "H", "H", "C", "H", "Cl", "H", "H", "C", "C", "C", "N", "H", "H", "H", "H", "H", "H", "H", "O", "C", "H", "C", "C", "H", "N", "H", "H", "H", "C", "Zn", "H", "H", "N", "O", "C", "Cl"],
  "xyz": [[5.22734, -0.15149, -2.18505], [-3.28044, 2.93331, -4.37022], [-0.71056, 4.45534, 2.04486], [5.11648, -2.69823, -1.88996], [-2.94498, -1.19402, -3.59466], [1.48861, 7.51129, 0.87985], [-2.16893, 1.02604, -2.09298], [4.52939, -1.64315, -0.22047], [-1.94826, -1.50106, -3.27781], [-3.44321, 3.20771, -2.63257], [-2.89063, 5.08199, 3.05923], [-3.22920, -1.87350, -4.39816], [-0.63706, -4.82963, 1.61645], [1.53746, 5.77261, 1.50037], [-2.76857, 1.23037, -3.18060], [0.38579, -4.32456, 3.13230], [4.21775, 1.15925, -2.00679], [-3.61295, 2.48739, -3.43284], [3.54663, -0.07474, -2.96094], [0.03314, -0.11825, 5.05534], [-3.54106, 0.47270, -4.81220], [-1.93904, 6.18182, 3.97504], [0.93007, -6.35485, 2.71746], [5.41271, -2.60418, -0.84521], [-2.26774, 5.97067, 2.95747], [-3.03817, 0.20977, -3.97670], [1.19061, -6.71152, 1.72096], [-0.65280, 7.55385, 1.90547], [-2.96056, 6.73135, 2.59763], [5.41985, -3.55001, -0.30353], [-1.36779, -6.90250, 1.47134], [-1.15556, -6.09456, -0.13555], [1.82402, -6.03422, 3.25239], [-0.77509, -3.65513, 1.21284], [3.86920, -0.54671, -0.69144], [-4.66320, 2.25411, -3.25775], [-1.42429, -5.96795, 0.91319], [0.98014, 6.55253, 0.98151], [-2.45511, -5.61371, 0.91687], [-0.32310, 6.63394, 1.65022], [0.33256, -7.08683, 3.26085], [0.59069, 6.30495, -0.00598], [6.41366, -2.17598, -0.89839], [4.16620, 0.07270, -2.07635], [-0.86234, 0.44395, 1.53500], [-3.57397, -1.30737, -2.71171], [4.35380, -1.85202, 0.75197], [0.11817, -5.16280, 2.63649], [2.92109, -0.09353, 0.04981], [-1.06845, 5.60492, 2.14412], [-4.90229, 0.26995, 2.01885]],
  "relative_energy_kcal_mol": 213.21,
  "gap_ev": 3.7,
  "charge": 0
}